The following is a DFT calculation (wB97M-V/def2-TZVPD) of a cluster of 3 separate species, C34H27ClO7Si in total in a non-equilibrium geometry.

XYZ file:
```
70
Properties=species:S:1:pos:R:3:lowdin_charge:R:1
C 1.066 0.640 -4.718 -0.14
Si -0.214 1.990 -5.003 0.60
C 0.118 2.760 -6.699 -0.17
C 0.049 3.327 -3.713 -0.20
C -2.024 1.289 -5.076 -0.26
O -1.884 -0.163 -5.010 0.04
C -1.966 -0.469 -3.705 -0.56
O -1.369 -1.317 -3.097 0.15
O -2.835 0.392 -3.089 0.03
C -3.067 1.465 -3.966 -0.69
Cl -3.127 3.024 -3.162 0.74
H 0.671 -0.245 -4.229 0.02
H 1.858 1.055 -4.104 0.03
H 1.473 0.324 -5.673 0.04
H 1.161 2.628 -6.957 0.03
H -0.512 2.288 -7.446 0.03
H -0.122 3.817 -6.648 0.03
H 1.030 3.769 -3.874 0.04
H 0.021 2.942 -2.699 0.01
H -0.679 4.124 -3.818 0.00
H -2.504 1.633 -5.984 0.12
H -4.061 1.326 -4.383 0.11
O 4.284 -1.397 2.216 0.11
C 4.325 -0.506 1.395 -0.28
C 5.592 0.238 1.132 -0.08
C 6.739 -0.118 1.829 0.00
C 7.931 0.539 1.579 -0.06
C 7.983 1.554 0.630 -0.06
C 6.841 1.921 -0.059 0.00
C 5.641 1.268 0.191 -0.08
C 4.418 1.689 -0.550 -0.28
O 4.449 2.615 -1.334 0.10
C 3.159 0.936 -0.300 -0.08
C 2.013 1.282 -1.000 -0.01
C 0.837 0.580 -0.809 -0.05
C 0.803 -0.487 0.080 -0.03
C 1.938 -0.835 0.793 0.01
C 3.117 -0.124 0.611 -0.08
H 6.689 -0.912 2.562 0.12
H 8.824 0.259 2.121 0.11
H 8.918 2.060 0.430 0.11
H 6.870 2.713 -0.794 0.12
H 2.043 2.104 -1.702 0.10
H -0.055 0.850 -1.360 0.10
H -0.115 -1.043 0.213 0.09
H 1.918 -1.660 1.492 0.12
O -2.996 -4.599 4.548 0.11
C -3.300 -3.462 4.257 -0.28
C -3.118 -2.948 2.870 -0.08
C -2.611 -3.799 1.895 0.00
C -2.461 -3.348 0.595 -0.05
C -2.821 -2.046 0.260 -0.06
C -3.313 -1.190 1.230 0.00
C -3.460 -1.635 2.538 -0.08
C -3.977 -0.692 3.570 -0.28
O -4.228 0.462 3.294 0.11
C -4.180 -1.212 4.952 -0.08
C -4.693 -0.363 5.924 0.00
C -4.911 -0.835 7.207 -0.06
C -4.618 -2.157 7.525 -0.06
C -4.097 -3.004 6.563 0.00
C -3.873 -2.536 5.275 -0.08
H -2.339 -4.810 2.164 0.12
H -2.064 -4.010 -0.163 0.11
H -2.707 -1.700 -0.760 0.09
H -3.587 -0.175 0.980 0.12
H -4.920 0.661 5.667 0.12
H -5.312 -0.173 7.963 0.11
H -4.795 -2.524 8.527 0.11
H -3.863 -4.032 6.802 0.12
```

Summary:
Kohn-Sham gap: 8.83 eV
structure (SMILES): C[Si](C)(C)[C@H]1OC(=O)O[C@H]1Cl.O=C1c2ccccc2C(=O)c2ccccc21.O=C1c2ccccc2C(=O)c2ccccc21
total charge: 0

The following is a DFT calculation (wB97M-V/def2-TZVPD) of a structure of composition C34H27F9IN3O4PS3Sn.

XYZ file:
```
83
Properties=species:S:1:pos:R:3:lowdin_charge:R:1
Sn -1.443 0.237 -1.574 1.16
C 3.680 -1.452 3.010 -0.03
C 4.170 -0.410 2.033 -0.25
C 5.546 -0.255 1.875 -0.04
C 6.090 0.726 1.061 -0.05
C 5.260 1.605 0.382 -0.07
C 3.890 1.463 0.503 -0.12
C 3.333 0.461 1.309 -0.33
P 1.524 0.493 1.301 1.13
C 0.897 -1.199 1.500 -0.30
C 1.453 -2.047 0.538 -0.13
C 1.224 -3.411 0.571 -0.07
C 0.437 -3.937 1.582 -0.06
C -0.125 -3.096 2.530 -0.04
C 0.063 -1.715 2.507 -0.25
C -0.608 -0.883 3.566 -0.02
C 1.068 1.570 2.621 -0.28
C 1.930 1.948 3.667 -0.05
C 1.407 2.572 4.769 -0.01
C 0.021 2.900 4.853 -0.04
C -0.796 2.691 3.794 -0.01
C -0.257 2.128 2.582 -0.32
C -0.910 2.273 1.399 0.13
H 4.440 -1.629 3.771 0.09
H 3.483 -2.404 2.513 0.09
H 2.762 -1.144 3.508 0.07
H 6.205 -0.917 2.426 0.12
H 7.165 0.811 0.968 0.11
H 5.675 2.383 -0.247 0.11
H 3.229 2.117 -0.055 0.08
H 2.115 -1.629 -0.212 0.09
H 1.669 -4.058 -0.176 0.11
H 0.255 -5.004 1.635 0.12
H -0.742 -3.518 3.315 0.12
H -1.258 -1.504 4.180 0.09
H -1.225 -0.104 3.124 0.06
H 0.128 -0.409 4.224 0.09
H 2.970 1.645 3.648 0.12
H 2.045 2.765 5.624 0.12
H -0.367 3.342 5.762 0.12
H -1.835 2.998 3.811 0.13
H -0.387 2.138 0.464 0.02
H -1.932 2.634 1.374 0.10
F -6.242 -2.100 -2.313 0.17
C -5.963 -0.817 -2.479 -0.69
F -5.563 -0.600 -3.728 0.15
F -7.025 -0.076 -2.212 0.17
S -4.549 -0.345 -1.399 0.57
O -3.495 -1.306 -1.748 -0.45
O -4.214 1.014 -1.761 -0.35
N -5.064 -0.529 0.078 -0.27
S -3.879 -0.869 1.087 0.63
O -2.657 -0.143 0.698 -0.49
O -4.262 -0.780 2.455 -0.24
C -3.437 -2.694 0.824 -0.65
F -2.233 -2.827 0.266 0.12
F -4.349 -3.317 0.089 0.15
F -3.399 -3.270 2.022 0.14
F 4.279 -1.437 -4.467 0.14
C 3.454 -0.659 -3.741 -0.60
F 4.116 -0.328 -2.618 0.13
F 3.247 0.465 -4.444 0.14
C 2.166 -1.385 -3.446 -0.11
C 1.943 -2.628 -4.004 0.03
C 0.760 -3.312 -3.740 -0.03
C -0.176 -2.698 -2.947 -0.12
N 0.024 -1.488 -2.408 -0.14
C 1.175 -0.807 -2.619 -0.74
S 1.309 0.751 -1.860 0.57
H 2.695 -3.063 -4.649 0.13
H 0.579 -4.297 -4.148 0.12
H -1.129 -3.160 -2.720 0.13
I -1.757 0.609 -4.598 1.07
C -2.317 2.553 -3.948 -0.73
C -3.110 3.339 -4.761 -0.10
C -3.475 4.576 -4.252 -0.04
C -3.016 4.959 -3.001 -0.04
C -2.202 4.092 -2.298 -0.11
N -1.857 2.890 -2.771 -0.04
H -3.427 3.003 -5.738 0.11
H -4.112 5.232 -4.832 0.12
H -3.291 5.915 -2.576 0.11
H -1.799 4.359 -1.329 0.11
```

Summary:
Kohn-Sham gap (alpha / beta): 5.28 / 5.30 eV
total charge: +1

The following is a DFT calculation (wB97M-V/def2-TZVPD) of a structure of composition C34H27N2O2Ru in a non-equilibrium geometry.

XYZ file:
```
66
Properties=species:S:1:pos:R:3:lowdin_spin:R:1
Ru -0.076 0.716 -0.627 2.31
O -1.923 0.330 -0.663 0.24
C -2.934 0.703 0.239 0.02
C -2.532 0.270 1.664 0.01
C -1.251 0.822 2.240 0.02
C -1.245 1.592 3.392 0.00
C -0.035 1.985 3.939 0.01
C 1.143 1.552 3.357 0.01
C 1.080 0.768 2.215 0.02
C 2.315 0.170 1.594 0.01
C 2.798 0.844 0.298 0.04
O 1.804 0.729 -0.691 0.19
C 4.071 0.193 -0.253 0.08
C 4.437 0.506 -1.565 0.06
C 5.587 -0.024 -2.120 0.00
C 6.396 -0.868 -1.369 0.07
C 6.042 -1.180 -0.064 0.02
C 4.888 -0.650 0.495 0.03
C 3.184 2.303 0.517 0.23
C 3.997 2.661 1.608 0.09
C 4.364 3.973 1.802 0.04
C 3.943 4.956 0.901 0.22
C 3.168 4.608 -0.199 0.02
C 2.803 3.291 -0.399 0.10
N -0.098 0.451 1.660 0.07
C -3.257 2.172 0.055 0.01
C -3.537 3.042 1.117 0.00
C -3.832 4.360 0.863 0.00
C -3.891 4.832 -0.461 0.00
C -3.661 3.970 -1.527 0.00
C -3.351 2.655 -1.278 0.00
C -4.242 0.009 -0.155 0.00
C -5.389 0.178 0.626 0.00
C -6.576 -0.434 0.267 0.00
C -6.637 -1.209 -0.884 0.00
C -5.504 -1.368 -1.671 0.00
C -4.313 -0.756 -1.316 0.00
H -2.432 -0.816 1.612 0.00
H -3.346 0.473 2.359 0.00
H -2.178 1.863 3.867 0.00
H -0.012 2.598 4.830 0.00
H 2.103 1.802 3.788 0.00
H 2.112 -0.876 1.354 0.00
H 3.105 0.184 2.340 0.00
H 3.804 1.157 -2.153 0.00
H 5.855 0.222 -3.139 0.00
H 7.298 -1.282 -1.800 0.00
H 6.664 -1.844 0.522 0.00
H 4.638 -0.917 1.512 0.00
H 4.356 1.902 2.291 0.00
H 4.986 4.245 2.645 0.00
H 4.233 5.987 1.056 0.01
H 2.844 5.367 -0.898 0.00
H 2.203 3.017 -1.254 0.00
H -3.494 2.691 2.137 0.00
H -4.015 5.043 1.681 0.00
H -4.124 5.872 -0.645 0.00
H -3.716 4.335 -2.543 0.00
H -3.161 1.967 -2.091 0.00
H -5.362 0.796 1.516 0.00
H -7.457 -0.302 0.881 0.00
H -7.565 -1.687 -1.167 0.00
H -5.548 -1.973 -2.567 0.00
H -3.429 -0.882 -1.925 0.00
N -0.430 3.822 -0.304 0.05
C -0.305 2.687 -0.484 0.02
```

Summary:
Kohn-Sham gap (alpha / beta): 7.24 / 2.65 eV
expectation value of S²: 6.033
2S+1: 5
total charge: +1

The following is a DFT calculation (wB97M-V/def2-TZVPD) of a structure of composition C34H27N3O2OsP.

XYZ file:
```
68
Properties=species:S:1:pos:R:3:lowdin_spin:R:1
Os 0.488 -0.055 -1.376 2.50
C 2.199 -4.086 -0.659 0.00
C 3.127 -3.840 0.344 0.01
C 3.293 -2.554 0.815 0.00
C 2.533 -1.519 0.279 0.01
N 1.635 -1.772 -0.703 0.04
C 1.473 -3.026 -1.152 0.01
C 2.642 -0.105 0.665 0.02
C 3.495 0.348 1.661 0.02
C 3.596 1.706 1.936 0.02
C 2.847 2.612 1.202 0.03
C 1.954 2.160 0.238 0.09
C 1.822 0.790 -0.055 0.06
H 2.038 -5.077 -1.058 0.00
H 3.718 -4.649 0.753 0.00
H 4.014 -2.345 1.590 0.00
H 0.727 -3.161 -1.921 0.00
H 4.099 -0.344 2.233 0.00
H 4.276 2.049 2.704 0.00
H 2.947 3.675 1.384 0.00
H 1.384 2.882 -0.335 0.00
C -1.849 3.857 5.109 0.03
C -1.194 4.470 4.047 0.00
C -0.799 3.718 2.955 0.03
C -1.072 2.347 2.917 0.05
C -1.728 1.735 3.987 0.03
C -2.115 2.495 5.079 0.00
P -0.545 1.430 1.486 0.40
C -0.565 -0.322 1.798 0.07
C -1.157 -1.207 0.896 0.05
C -0.999 -2.575 1.069 0.01
C -0.261 -3.057 2.141 0.03
C 0.324 -2.176 3.046 0.01
C 0.187 -0.811 2.872 0.03
C -1.392 1.930 0.000 0.07
C -2.488 2.796 0.084 0.02
C -3.133 3.195 -1.071 0.02
C -2.684 2.735 -2.303 0.03
C -1.606 1.867 -2.385 0.03
C -0.925 1.438 -1.240 0.07
H -2.153 4.446 5.965 0.00
H -0.988 5.531 4.074 0.00
H -0.283 4.193 2.128 0.00
H -1.944 0.674 3.959 0.00
H -2.630 2.023 5.905 0.00
H -1.751 -0.861 0.061 0.01
H -1.459 -3.242 0.354 0.00
H -0.143 -4.125 2.278 0.00
H 0.896 -2.554 3.883 0.00
H 0.671 -0.125 3.559 0.00
H -2.829 3.153 1.047 0.00
H -3.984 3.860 -1.012 0.00
H -3.185 3.052 -3.208 0.00
H -1.279 1.526 -3.360 0.00
C 0.489 -1.381 -6.266 0.00
N -0.277 -1.641 -5.049 0.00
C -1.394 -2.446 -5.037 0.00
C -2.111 -2.668 -3.926 0.00
C -1.710 -2.049 -2.668 0.01
O -2.275 -2.228 -1.600 0.02
N -0.591 -1.234 -2.750 0.04
C 0.112 -1.032 -3.892 0.02
O 1.101 -0.275 -3.838 0.10
H 0.109 -2.025 -7.054 0.00
H 1.541 -1.593 -6.094 0.00
H 0.386 -0.339 -6.564 0.00
H -1.648 -2.887 -5.991 0.00
H -2.980 -3.306 -3.941 0.00
```

Summary:
Kohn-Sham gap (alpha / beta): 7.50 / 5.62 eV
expectation value of S²: 6.023
2S+1: 5
total charge: +1

Values of energy, in order: -70430.7034 -128533.5453 -45344.2076 -56010.9903, all in eV.
Values of relative energy (zero: lowest compared OMol25 entry of this formula, charge and spin), in order: 0.0 39.2 0.0 14.4, all in kcal per mole.
Values of molar mass, in order: 611.12 1085.38 596.67 730.81, all in g mol⁻¹.